1.
Computed, not measured: the ion C8H14N3O3 with charge +1, with wB97M-V/def2-TZVPD.

Calculated values
Charge = +1
ΔE to the lowest compared entry with this formula, charge and spin = 202.6 kcal per mole
Total energy = -702.68642 hartree
Largest force on an atom = 6.08 eV/Å

Last column: Löwdin charge in e.
Geometry (Å):
O (1.092, -1.255, 0.748)  -0.041
O (1.636, 2.592, 0.343)  0.183
O (-0.059, 0.930, -0.974)  0.111
N (-2.151, 0.902, 0.050)  -0.120
N (-0.087, -1.676, 0.701)  -0.003
N (1.339, 0.521, -0.594)  0.070
C (-0.565, -2.427, -0.427)  -0.078
C (-0.986, 0.561, -0.102)  -0.087
C (3.262, -0.556, -0.271)  -0.032
C (-2.870, 0.190, 1.182)  0.021
C (-2.993, 1.923, -0.658)  0.043
C (2.042, 1.504, 0.161)  -0.436
C (3.258, 0.813, 0.612)  -0.008
C (1.778, -0.758, -0.498)  -0.268
H (-0.197, -3.456, -0.346)  0.116
H (-2.916, 0.737, 2.080)  0.079
H (-0.379, -1.929, -1.420)  0.105
H (-3.432, 2.672, 0.085)  0.137
H (3.702, -1.378, 0.352)  0.143
H (-2.493, 2.372, -1.485)  0.088
H (-3.843, -0.245, 0.742)  0.133
H (-2.158, -0.673, 1.443)  0.095
H (4.041, 1.523, 0.474)  0.129
H (1.551, -1.514, -1.222)  0.149
H (-1.628, -2.509, -0.354)  0.079
H (-3.790, 1.279, -1.023)  0.094
H (3.017, 0.347, 1.618)  0.162
H (3.832, -0.490, -1.217)  0.139

2.
Computed, not measured: a structure of composition C11H22Br2N2O7P2S, with wB97M-V/def2-TZVPD.

Calculated values
Total energy = -7297.33095 hartree
Largest force on an atom = 0.73 eV/Å

Last column: Löwdin charge in e.
Geometry (Å):
Br (-0.736, 3.740, -1.823)  0.859
Br (2.766, 0.382, -3.727)  0.845
S (-0.322, 0.342, -3.997)  0.551
P (-0.281, -1.365, -0.608)  0.933
P (1.272, -2.145, -3.745)  0.644
O (-1.248, -0.681, -4.327)  -0.258
O (3.274, 3.336, -0.218)  0.105
O (-1.507, -1.591, -1.632)  -0.255
O (0.540, -2.797, -0.788)  -0.296
O (-0.954, 1.191, -2.792)  -0.259
O (0.134, 1.253, -4.986)  -0.268
O (2.132, 1.710, -0.983)  -0.137
N (2.284, 3.124, -0.784)  -0.006
N (1.472, -2.225, -5.279)  -0.275
C (-1.757, 1.188, 1.981)  -0.205
C (0.056, 2.028, -2.215)  -0.684
C (0.578, -1.424, 4.632)  -0.114
C (-1.656, -0.238, 2.519)  -0.232
C (-0.160, -0.092, 4.566)  -0.268
C (1.095, -0.392, -3.084)  -0.906
C (0.755, 1.262, -1.070)  -0.468
C (0.933, -0.227, -1.540)  -0.361
C (-1.598, -0.241, 4.055)  -0.219
C (0.150, 1.415, 0.335)  -0.176
C (-1.372, 1.404, 0.514)  -0.233
H (1.894, -0.555, -1.130)  0.114
H (0.722, -2.714, -5.752)  -0.016
H (-0.753, -0.724, 2.144)  0.052
H (-2.780, 1.545, 2.117)  0.117
H (0.556, -1.932, 3.666)  0.062
H (0.142, -2.081, 5.386)  0.073
H (-2.192, 0.598, 4.429)  0.106
H (-2.534, -0.800, 2.195)  0.114
H (-2.035, -1.161, 4.449)  0.107
H (1.007, -2.988, 0.034)  0.059
H (-1.866, 0.675, -0.136)  0.093
H (0.546, 2.337, 0.762)  0.117
H (-1.777, 2.374, 0.239)  0.058
H (2.396, -2.517, -2.994)  0.017
H (-1.557, -2.465, -2.037)  0.065
H (0.799, 2.265, -2.972)  0.063
H (-0.125, 0.422, 5.528)  0.104
H (1.627, -1.280, 4.899)  0.069
H (0.175, -2.832, -3.231)  0.000
H (0.371, 0.551, 3.854)  0.098
H (-1.116, 1.844, 2.582)  0.115
H (0.559, 0.607, 0.951)  0.096

3.
Computed, not measured: a cluster of 8 separate species, C11H38N2O8 in total, with wB97M-V/def2-TZVPD.

Calculated values
Structure (SMILES) = NC(N)=O.CCO.CCO.CCO.CO.CO.CO.CO
ΔE to the lowest compared entry with this formula, charge and spin = 61.4 kcal per mole
Total energy = -1153.18065 hartree
Largest force on an atom = 7.32 eV/Å

Last column: Löwdin charge in e.
Geometry (Å):
O (16.860, -18.216, 4.702)  -0.124
O (18.553, -13.889, 8.132)  -0.124
O (11.746, -17.117, 10.161)  -0.039
O (16.740, -15.789, 11.462)  -0.145
O (14.717, -18.571, 6.041)  -0.180
O (15.729, -17.208, 8.348)  -0.150
O (12.288, -17.385, 6.300)  -0.130
O (13.668, -14.343, 8.576)  -0.043
N (18.267, -16.636, 3.602)  0.176
N (17.516, -16.111, 5.562)  0.192
C (12.288, -19.248, 9.174)  -0.064
C (17.564, -16.998, 4.615)  -0.573
C (14.018, -14.474, 9.908)  -0.361
C (14.565, -19.952, 6.113)  -0.261
C (13.124, -20.112, 5.600)  -0.063
C (12.762, -17.851, 9.586)  -0.335
C (14.910, -13.379, 10.436)  -0.097
C (17.965, -15.141, 11.727)  -0.167
C (16.987, -17.803, 8.767)  -0.111
C (19.656, -14.768, 8.054)  -0.155
C (12.573, -16.243, 5.464)  -0.115
H (18.796, -15.817, 3.549)  0.098
H (13.040, -17.926, 6.215)  -0.034
H (14.473, -14.229, 8.112)  0.065
H (17.616, -18.005, 7.872)  0.080
H (13.565, -17.971, 10.248)  0.094
H (16.707, -18.710, 9.392)  0.106
H (19.137, -15.756, 8.072)  0.078
H (14.618, -15.411, 9.933)  0.082
H (15.913, -13.277, 9.894)  0.083
H (11.416, -16.481, 9.558)  0.069
H (14.344, -12.460, 10.213)  0.076
H (20.360, -14.670, 8.863)  0.079
H (20.146, -14.618, 7.133)  0.055
H (13.566, -16.245, 4.985)  0.080
H (13.201, -14.698, 10.605)  0.126
H (13.083, -21.145, 5.135)  0.095
H (18.014, -14.175, 11.208)  0.064
H (11.853, -16.314, 4.664)  0.067
H (17.918, -15.161, 5.437)  0.143
H (14.853, -20.154, 7.148)  0.107
H (11.676, -19.325, 8.245)  0.071
H (18.158, -17.310, 2.800)  0.164
H (17.437, -17.095, 9.480)  0.051
H (11.686, -19.716, 9.945)  0.071
H (15.355, -17.748, 7.664)  0.013
H (13.115, -17.330, 8.726)  0.077
H (18.759, -15.814, 11.355)  0.074
H (18.908, -13.068, 8.420)  0.058
H (15.429, -20.358, 5.449)  0.146
H (15.381, -18.433, 5.372)  0.008
H (16.469, -15.678, 10.532)  0.039
H (12.909, -19.406, 4.840)  0.065
H (12.439, -15.336, 6.020)  0.060
H (13.091, -19.917, 9.053)  0.041
H (18.087, -14.924, 12.826)  0.096
H (17.010, -16.417, 6.389)  0.097
H (12.323, -19.995, 6.293)  0.044
H (15.187, -13.371, 11.508)  0.082

4.
Computed, not measured: a cluster of 2 separate species, C5H9N3 in total, with wB97M-V/def2-TZVPD.

Calculated values
Structure (SMILES) = [H]/N=C(\C=N\[H])CC.C#N
ΔE to the lowest compared entry with this formula, charge and spin = 87.6 kcal per mole
Total energy = -360.05762 hartree
Largest force on an atom = 3.60 eV/Å

Last column: Löwdin charge in e.
Geometry (Å):
N (0.502, 1.606, -0.878)  0.076
N (-0.378, -1.452, -0.742)  0.145
N (-1.979, 0.934, -1.656)  0.112
C (0.279, -0.665, 1.445)  -0.206
C (1.802, -0.503, 1.438)  -0.097
C (-2.061, 0.020, -2.381)  0.005
C (-0.239, -0.500, 0.043)  -0.375
C (-0.499, 1.023, -0.320)  -0.350
H (2.082, 0.473, 1.045)  0.063
H (0.575, 2.594, -0.640)  0.045
H (-2.327, -0.411, -3.324)  0.093
H (-0.908, -1.169, -1.640)  0.021
H (-1.134, 1.496, 0.442)  0.108
H (2.259, -1.272, 0.820)  0.077
H (2.194, -0.596, 2.450)  0.068
H (0.005, -1.660, 1.797)  0.110
H (-0.173, 0.081, 2.100)  0.105

5.
Computed, not measured: the molecule C3HF3O, with wB97M-V/def2-TZVPD.

Calculated values
Structure (SMILES) = O=CC(F)=C(F)F
ΔE to the lowest compared entry with this formula, charge and spin = 41.4 kcal per mole
Total energy = -489.67121 hartree
Largest force on an atom = 5.24 eV/Å

Last column: Löwdin charge in e.
Geometry (Å):
F (-0.521, -1.706, -0.742)  0.138
F (-2.332, -0.129, 0.631)  0.163
F (-0.849, 1.454, 0.949)  0.080
O (2.173, -0.469, -0.941)  0.092
C (-1.072, 0.176, 0.468)  -0.299
C (-0.245, -0.530, -0.273)  -0.172
C (1.341, 0.098, -0.354)  -0.159
H (1.506, 1.107, 0.262)  0.156

6.
Computed, not measured: a structure of composition C34H21BrCl4F2IrNO2P, with wB97M-V/def2-TZVPD.

Calculated values
Charge = -1
ΔE to the lowest compared entry with this formula, charge and spin = 3.8 kcal per mole
Total energy = -6573.87309 hartree
Largest force on an atom = 0.38 eV/Å

Last column: Löwdin charge in e.
Geometry (Å):
Ir (-0.210, 0.041, 0.207)  1.182
Br (2.966, 0.915, -1.523)  0.872
Cl (3.201, -3.519, -0.945)  0.668
Cl (0.381, -2.484, 4.524)  0.661
Cl (3.669, -5.526, 1.443)  0.615
Cl (2.241, -5.013, 4.192)  0.613
P (-1.866, -1.318, -0.337)  0.990
F (-2.771, 1.478, 0.413)  -0.062
F (-1.737, 1.243, 2.331)  -0.069
O (1.320, -1.356, -0.290)  -0.336
O (0.182, -0.856, 2.086)  -0.265
N (1.470, 1.328, 0.826)  -0.046
C (2.625, -4.157, 1.650)  -0.724
C (-4.446, -1.020, 0.746)  -0.081
C (1.558, -2.180, 0.699)  -0.408
C (-1.808, 0.472, -2.339)  -0.181
C (-4.988, -1.652, 3.002)  -0.092
C (-2.554, -0.642, -1.866)  -0.280
C (-3.694, -2.122, 3.184)  -0.069
C (-0.814, -5.571, -1.751)  -0.089
C (-2.778, -2.047, 2.148)  -0.084
C (-1.559, 2.250, -3.991)  -0.066
C (-0.125, 2.131, -2.041)  -0.161
C (-1.848, -5.401, -0.844)  -0.088
C (0.945, -1.917, 1.968)  -0.404
C (2.607, 1.616, 0.184)  -0.688
C (-0.690, 0.968, -1.566)  -0.261
C (-1.487, 1.421, 0.968)  -0.470
C (3.589, 2.435, 0.729)  -0.119
C (-2.163, -4.131, -0.380)  -0.076
C (-0.543, 2.761, -3.238)  -0.094
C (-1.439, -3.025, -0.816)  -0.294
C (3.411, 2.938, 2.002)  -0.065
C (-2.233, 1.089, -3.539)  -0.175
C (-3.341, 0.546, -4.236)  -0.041
C (-5.362, -1.098, 1.787)  -0.085
C (-0.405, -3.201, -1.736)  -0.086
C (-0.095, -4.470, -2.196)  -0.084
C (1.331, 1.794, 2.080)  -0.101
C (2.265, 2.598, 2.698)  -0.042
C (-3.625, -1.146, -2.550)  -0.086
C (2.403, -3.279, 0.579)  -0.605
C (-3.157, -1.510, 0.918)  -0.330
C (-4.022, -0.542, -3.761)  -0.085
C (2.003, -3.928, 2.861)  -0.726
C (1.168, -2.810, 3.010)  -0.616
H (4.474, 2.648, 0.150)  0.092
H (-1.761, -2.386, 2.305)  0.092
H (-0.561, -6.563, -2.106)  0.097
H (-1.876, 2.728, -4.911)  0.099
H (0.727, -4.601, -2.888)  0.097
H (-4.869, -0.938, -4.308)  0.095
H (-4.164, -2.007, -2.171)  0.109
H (0.435, 1.471, 2.593)  0.097
H (-2.967, -4.008, 0.334)  0.097
H (-5.701, -1.702, 3.816)  0.095
H (0.177, -2.347, -2.055)  0.104
H (2.089, 2.937, 3.708)  0.109
H (-0.036, 3.665, -3.558)  0.095
H (-6.364, -0.711, 1.649)  0.097
H (-3.651, 1.020, -5.160)  0.105
H (4.165, 3.576, 2.445)  0.108
H (-1.115, 2.453, 0.885)  0.095
H (-2.409, -6.256, -0.489)  0.097
H (0.676, 2.610, -1.492)  0.053
H (-4.725, -0.557, -0.190)  0.098
H (-3.385, -2.527, 4.139)  0.103

Which value of total energy does entry 3 give?
-1153.18065 hartree